1.
Entry from the Open Molecules 2025 dataset: 2 unconnected molecules or ions with the total composition C4H10NO2 (wB97M-V/def2-TZVPD).

```
! wB97M-V def2-TZVPD RIJCOSX def2/J DEFGRID3
* xyz -1 1
C 1.44 -1.39 0.38
O 0.84 -0.17 0.33
C 2.97 -1.28 0.42
H 1.19 -2.06 -0.48
H 1.12 -2.03 1.24
H 3.28 -0.67 1.28
H 3.29 -0.73 -0.46
H 3.46 -2.26 0.46
O -4.02 1.51 0.77
C -3.21 1.06 0.00
C -1.75 1.46 -0.08
N -1.10 0.85 -1.22
H -3.47 0.26 -0.72
H -1.66 2.54 0.05
H -1.27 1.05 0.82
H -0.91 1.51 -1.96
H -0.23 0.36 -0.84
*
```

Computed properties:
LUMO level = 3.95 eV
Orbital gap = 7.06 eV
Strongest force on any atom = 0.0096 Eh/bohr
E_HOMO = -3.1 eV
Energy relative to the best compared isomer or geometry (same formula, charge and spin) = 252.9 kJ/mol

natural (NBO) population analysis, charges in e, atoms 1 to 5: atom 1 (C): -0.01, atom 2 (O): -0.96, atom 3 (C): -0.64, atom 4 (H): 0.07, atom 5 (H): 0.08

2.
Entry from the Open Molecules 2025 dataset: 2 unconnected molecules or ions with the total composition C4H10NO2 at a distorted geometry (wB97M-V/def2-TZVPD).

```
! wB97M-V def2-TZVPD RIJCOSX def2/J DEFGRID3
* xyz -1 1
C 1.82 -0.50 -0.39
O 1.59 0.21 0.82
C 2.16 -2.01 -0.11
H 2.66 -0.03 -0.95
H 0.97 -0.41 -1.11
H 2.50 -2.55 -1.00
H 1.22 -2.53 0.22
H 2.93 -2.04 0.67
C -0.90 1.66 0.70
C -1.44 0.61 -0.12
N -2.53 -0.08 0.34
O -1.01 0.33 -1.28
H -1.29 1.85 1.69
H -0.48 2.46 0.07
H 0.89 0.87 0.87
H -3.16 0.54 0.86
H -3.02 -0.46 -0.47
*
```

Computed properties:
LUMO level = 4.25 eV
Orbital gap = 6.70 eV
Strongest force on any atom = 0.0592 Eh/bohr
E_HOMO = -2.5 eV
Energy relative to the best compared isomer or geometry (same formula, charge and spin) = 209.9 kJ/mol

natural (NBO) population analysis, charges in e, atoms 1 to 5: atom 1 (C): -0.07, atom 2 (O): -0.82, atom 3 (C): -0.63, atom 4 (H): 0.12, atom 5 (H): 0.22

3.
Entry from the Open Molecules 2025 dataset: 2 unconnected molecules or ions with the total composition C4H10NO2 at a distorted geometry (wB97M-V/def2-TZVPD).

```
! wB97M-V def2-TZVPD RIJCOSX def2/J DEFGRID3
* xyz -1 1
C 0.70 -1.59 -0.75
C 0.30 -0.49 1.57
C -1.82 0.90 -0.62
C 0.03 -0.43 0.04
N 1.00 1.85 -0.61
O 1.57 2.05 0.54
O -1.38 -0.40 -0.25
H 1.61 -1.68 -0.20
H 0.91 -1.56 -1.82
H 0.08 -2.48 -0.54
H -0.33 -1.07 2.19
H 0.22 0.43 2.12
H 1.41 -0.78 1.72
H -1.19 1.75 -0.40
H -2.77 1.13 0.02
H -2.00 0.96 -1.71
H 1.66 1.41 -1.30
*
```

Computed properties:
LUMO level (spin up / spin down) = 4.17 / 4.04 eV
Orbital gap (spin up / spin down) = 6.33 / 5.56 eV
Strongest force on any atom = 0.0569 Eh/bohr
E_HOMO (spin up / spin down) = -2.2 / -1.5 eV
Energy relative to the best compared isomer or geometry (same formula, charge and spin) = 696.4 kJ/mol

natural (NBO) population analysis, charges in e, atoms 1 to 5: atom 1 (C): -0.68, atom 2 (C): -0.69, atom 3 (C): -0.25, atom 4 (C): 0.27, atom 5 (N): -0.34

4.
Entry from the Open Molecules 2025 dataset: 2 unconnected molecules or ions with the total composition C4H10NO2 at a distorted geometry (wB97M-V/def2-TZVPD).

```
! wB97M-V def2-TZVPD RIJCOSX def2/J DEFGRID3
* xyz -1 1
C 1.19 0.91 -3.27
C 0.32 0.62 -2.25
O 0.52 1.01 -1.00
H 1.02 0.61 -4.30
H 2.02 1.57 -2.95
H -0.66 0.15 -2.43
H -0.24 0.54 -0.38
C -0.41 0.18 2.78
N 0.20 -1.00 2.11
C -0.62 -1.37 0.93
O -1.11 -0.33 0.20
H -0.41 1.09 2.16
H 0.14 0.35 3.71
H -1.48 -0.04 2.98
H 1.12 -0.69 1.79
H -1.47 -1.92 1.35
H 0.00 -2.06 0.34
*
```

Computed properties:
LUMO level = 4.27 eV
Orbital gap = 8.13 eV
Strongest force on any atom = 0.0323 Eh/bohr
E_HOMO = -3.9 eV
Energy relative to the best compared isomer or geometry (same formula, charge and spin) = 242.0 kJ/mol

natural (NBO) population analysis, charges in e, atoms 1 to 5: atom 1 (C): -0.67, atom 2 (C): 0.21, atom 3 (O): -0.75, atom 4 (H): 0.18, atom 5 (H): 0.19

5.
Entry from the Open Molecules 2025 dataset: a gas-phase ion, C4H10NO2 (charge +1) at a distorted geometry (wB97M-V/def2-TZVPD).

```
! wB97M-V def2-TZVPD RIJCOSX def2/J DEFGRID3
* xyz 1 1
C -1.44 0.34 -0.08
C -0.15 1.15 0.05
C 1.05 0.67 -0.78
C 1.55 -0.72 -0.41
O 2.85 -0.88 -0.59
O 0.82 -1.59 -0.01
N -1.56 -0.69 0.99
H -2.34 0.93 0.03
H -1.50 -0.11 -1.05
H 0.13 1.19 1.10
H -0.36 2.13 -0.38
H 1.89 1.34 -0.64
H 0.79 0.67 -1.85
H 3.18 -1.55 0.03
H -1.78 -0.28 1.90
H -2.36 -1.27 0.76
H -0.77 -1.34 0.93
*
```

Computed properties:
LUMO level = -3.33 eV
Orbital gap = 11.59 eV
Strongest force on any atom = 0.0309 Eh/bohr
E_HOMO = -14.9 eV
Energy relative to the best compared isomer or geometry (same formula, charge and spin) = 19.3 kJ/mol

natural (NBO) population analysis, charges in e, atoms 1 to 5: atom 1 (C): -0.22, atom 2 (C): -0.42, atom 3 (C): -0.52, atom 4 (C): 0.83, atom 5 (O): -0.65

6.
Entry from the Open Molecules 2025 dataset: a gas-phase ion, C4H10NO2 (charge +1) at a distorted geometry (wB97M-V/def2-TZVPD).

```
! wB97M-V def2-TZVPD RIJCOSX def2/J DEFGRID3
* xyz 1 1
C 2.04 -0.80 -0.05
C 2.92 0.38 0.41
C -2.46 -0.91 0.23
C -0.87 0.91 -0.64
N 0.79 -0.77 -0.18
O -2.25 0.51 -0.06
O 0.19 0.66 0.10
H 2.30 -1.74 -0.34
H 2.34 1.21 0.16
H 3.92 0.42 -0.15
H 3.15 0.41 1.43
H -2.70 -1.33 -0.82
H -3.34 -1.14 0.80
H -1.61 -1.35 0.70
H -2.41 0.99 0.73
H -0.93 0.47 -1.56
H -1.06 2.09 -0.76
*
```

Computed properties:
LUMO level = -3.25 eV
Orbital gap = 11.76 eV
Strongest force on any atom = 0.0821 Eh/bohr
E_HOMO = -15.0 eV
Energy relative to the best compared isomer or geometry (same formula, charge and spin) = 516.4 kJ/mol

natural (NBO) population analysis, charges in e, atoms 1 to 5: atom 1 (C): 0.14, atom 2 (C): -0.67, atom 3 (C): -0.29, atom 4 (C): 0.23, atom 5 (N): -0.14

7.
Entry from the Open Molecules 2025 dataset: 2 unconnected molecules or ions with the total composition C4H10NO3 at a distorted geometry (wB97M-V/def2-TZVPD).

```
! wB97M-V def2-TZVPD RIJCOSX def2/J DEFGRID3
* xyz -1 1
O -2.40 1.53 -1.94
C -1.44 1.55 -1.22
C -1.15 0.56 -0.09
C 0.31 0.80 0.42
C 0.53 0.01 1.75
O 1.33 -1.06 1.58
N -1.22 -0.76 -0.78
H -0.65 2.33 -1.31
H -1.74 0.73 0.81
H 0.42 1.87 0.64
H 1.02 0.38 -0.29
H 0.79 0.67 2.64
H -0.49 -0.36 2.09
H -1.87 -1.38 -0.30
H -0.28 -1.11 -0.75
H 3.75 -1.92 0.59
H 2.27 -1.68 0.23
O 3.17 -1.89 -0.18
*
```

Computed properties:
LUMO level = 3.76 eV
Orbital gap = 6.96 eV
Strongest force on any atom = 0.0471 Eh/bohr
E_HOMO = -3.2 eV
Energy relative to the best compared isomer or geometry (same formula, charge and spin) = 311.3 kJ/mol

natural (NBO) population analysis, charges in e, atoms 1 to 5: atom 1 (O): -0.54, atom 2 (C): 0.46, atom 3 (C): -0.18, atom 4 (C): -0.45, atom 5 (C): 0.00

8.
Entry from the Open Molecules 2025 dataset: 2 unconnected molecules or ions with the total composition C4H10NO3 at a distorted geometry (wB97M-V/def2-TZVPD).

```
! wB97M-V def2-TZVPD RIJCOSX def2/J DEFGRID3
* xyz -1 1
C 2.81 -0.19 -1.06
C 1.45 0.29 -0.56
C 0.44 -0.93 -0.67
C -0.70 -0.54 0.23
O -0.97 0.70 0.33
O -1.42 -1.54 0.59
N 1.12 1.41 -1.30
H 3.55 0.53 -1.30
H 2.63 -0.94 -1.88
H 3.34 -0.65 -0.15
H 1.57 0.46 0.60
H 0.11 -1.16 -1.73
H 0.92 -1.83 -0.35
H 1.25 1.42 -2.28
H 0.09 1.75 -1.03
H -2.72 -0.35 2.28
H -2.27 0.84 1.44
O -2.64 0.63 2.31
*
```

Computed properties:
LUMO level = 3.83 eV
Orbital gap = 8.24 eV
Strongest force on any atom = 0.1174 Eh/bohr
E_HOMO = -4.4 eV
Energy relative to the best compared isomer or geometry (same formula, charge and spin) = 135.0 kJ/mol

natural (NBO) population analysis, charges in e, atoms 1 to 5: atom 1 (C): -0.62, atom 2 (C): -0.03, atom 3 (C): -0.53, atom 4 (C): 0.76, atom 5 (O): -0.81

9.
Entry from the Open Molecules 2025 dataset: 2 unconnected molecules or ions with the total composition C4H10NO3P at a distorted geometry (wB97M-V/def2-TZVPD).

```
! wB97M-V def2-TZVPD RIJCOSX def2/J DEFGRID3
* xyz 0 1
C 2.45 1.24 -0.29
C 0.70 -0.05 -1.38
C -0.74 -0.79 1.26
C 1.25 0.47 -0.20
N 0.09 -1.91 1.45
O 3.11 2.22 -0.53
O 2.55 0.05 0.19
O -2.73 0.87 -0.60
P 0.10 0.89 1.20
H 1.50 0.09 -2.13
H 0.45 -1.17 -1.23
H -0.12 0.56 -1.70
H -1.64 -0.83 1.82
H -1.10 -0.79 0.27
H -3.48 0.29 -0.60
H 1.09 -1.70 1.26
H 0.06 -2.25 2.40
H -2.75 1.44 -1.42
H -0.79 1.36 0.24
*
```

Computed properties:
LUMO level = 0.32 eV
Orbital gap = 8.96 eV
Strongest force on any atom = 0.0847 Eh/bohr
E_HOMO = -8.6 eV
Energy relative to the best compared isomer or geometry (same formula, charge and spin) = 347.9 kJ/mol

natural (NBO) population analysis, charges in e, atoms 1 to 5: atom 1 (C): 0.79, atom 2 (C): -0.66, atom 3 (C): -0.48, atom 4 (C): -0.13, atom 5 (N): -0.84

10.
Entry from the Open Molecules 2025 dataset: 2 unconnected molecules or ions with the total composition C4H10NO4 at a distorted geometry (wB97M-V/def2-TZVPD).

```
! wB97M-V def2-TZVPD RIJCOSX def2/J DEFGRID3
* xyz 0 2
C 1.85 1.18 -1.89
N 0.84 0.13 -1.81
C 0.74 -0.46 -0.51
C 0.30 -1.94 -0.64
O 0.29 -2.59 0.60
C -0.33 0.32 0.34
O -0.51 -0.21 1.47
O -0.83 1.33 -0.13
H 1.89 1.61 -2.89
H 2.84 0.79 -1.67
H 1.66 2.01 -1.21
H -0.07 0.52 -2.04
H 1.70 -0.44 0.01
H -0.70 -1.97 -1.10
H 1.01 -2.49 -1.26
H -0.10 -1.97 1.23
H -1.66 1.07 2.38
H -1.90 2.07 1.34
O -2.13 1.92 2.28
*
```

Computed properties:
LUMO level (spin up / spin down) = 0.53 / -4.20 eV
Orbital gap (spin up / spin down) = 10.97 / 6.22 eV
Strongest force on any atom = 0.0525 Eh/bohr
E_HOMO (spin up / spin down) = -10.4 / -10.4 eV
Energy relative to the best compared isomer or geometry (same formula, charge and spin) = 0.0 kJ/mol

natural (NBO) population analysis, charges in e, atoms 1 to 5: atom 1 (C): -0.44, atom 2 (N): -0.41, atom 3 (C): -0.14, atom 4 (C): -0.05, atom 5 (O): -0.70

11.
Entry from the Open Molecules 2025 dataset: C4H10NOP in the gas phase at a distorted geometry (wB97M-V/def2-TZVPD).

```
! wB97M-V def2-TZVPD RIJCOSX def2/J DEFGRID3
* xyz 0 1
C -1.35 -1.03 0.21
C -1.11 0.46 0.41
C -0.26 -1.63 -0.59
C 1.03 2.11 -0.37
N 0.32 0.70 0.53
O 2.51 -0.60 -0.11
P 1.16 -0.77 0.32
H -1.29 -1.60 1.23
H -2.23 -1.22 -0.38
H -1.35 0.90 -0.59
H -1.84 0.96 1.23
H -0.02 -2.76 -0.50
H -0.13 -1.20 -1.62
H 0.35 2.85 0.01
H 1.96 2.30 -0.04
H 1.22 1.75 -1.30
H 1.02 -1.21 1.58
*
```

Computed properties:
LUMO level = 0.96 eV
Orbital gap = 9.81 eV
Strongest force on any atom = 0.1270 Eh/bohr
E_HOMO = -8.9 eV
Energy relative to the best compared isomer or geometry (same formula, charge and spin) = 219.6 kJ/mol

natural (NBO) population analysis, charges in e, atoms 1 to 5: atom 1 (C): -0.46, atom 2 (C): -0.23, atom 3 (C): -0.75, atom 4 (C): -0.34, atom 5 (N): -0.82

12.
Entry from the Open Molecules 2025 dataset: C4H10NOP in the gas phase at a distorted geometry (wB97M-V/def2-TZVPD).

```
! wB97M-V def2-TZVPD RIJCOSX def2/J DEFGRID3
* xyz 0 1
C -0.64 -0.59 0.00
C 1.48 -1.84 0.35
C 1.07 0.22 1.56
C -1.45 1.88 -1.78
N 0.64 -0.61 0.50
O -1.09 -1.54 -0.58
P -1.61 1.28 0.04
H 1.35 -2.63 1.15
H 1.22 -2.31 -0.54
H 2.55 -1.58 0.40
H 1.36 -0.40 2.35
H 1.98 0.81 1.28
H 0.31 0.99 1.85
H -1.23 0.90 -2.26
H -0.71 2.66 -1.85
H -2.51 2.12 -1.95
H -2.72 0.64 -0.52
*
```

Computed properties:
LUMO level = 0.89 eV
Orbital gap = 9.59 eV
Strongest force on any atom = 0.0606 Eh/bohr
E_HOMO = -8.7 eV
Energy relative to the best compared isomer or geometry (same formula, charge and spin) = 185.5 kJ/mol

natural (NBO) population analysis, charges in e, atoms 1 to 5: atom 1 (C): 0.54, atom 2 (C): -0.42, atom 3 (C): -0.40, atom 4 (C): -0.87, atom 5 (N): -0.47

13.
Entry from the Open Molecules 2025 dataset: 3 unconnected molecules or ions with the total composition C4H10NOS at a distorted geometry (wB97M-V/def2-TZVPD).

```
! wB97M-V def2-TZVPD RIJCOSX def2/J DEFGRID3
* xyz -1 1
C 0.27 1.12 1.40
N 0.84 -0.05 1.34
C 0.49 -1.04 0.41
O -1.35 -0.55 -2.36
C -0.50 1.85 0.49
C -0.84 1.54 -0.87
S 2.20 -3.69 1.04
H 0.47 1.72 2.29
H -1.78 0.94 -1.01
H -0.39 -0.89 -0.22
H 1.45 -1.22 -0.08
H 0.27 -1.99 0.94
H 2.36 -2.58 1.77
H -0.91 2.76 0.90
H -0.15 0.81 -1.31
H -1.00 2.35 -1.59
H -1.46 -1.09 -3.15
*
```

Computed properties:
LUMO level = 0.16 eV
Orbital gap = 3.50 eV
Strongest force on any atom = 0.0223 Eh/bohr
E_HOMO = -3.3 eV
Energy relative to the best compared isomer or geometry (same formula, charge and spin) = 682.2 kJ/mol

natural (NBO) population analysis, charges in e, atoms 1 to 5: atom 1 (C): -0.10, atom 2 (N): -0.19, atom 3 (C): -0.52, atom 4 (O): -1.25, atom 5 (C): 0.07

14.
Entry from the Open Molecules 2025 dataset: a gas-phase ion, C4H10NOS (charge -1) at a distorted geometry (wB97M-V/def2-TZVPD).

```
! wB97M-V def2-TZVPD RIJCOSX def2/J DEFGRID3
* xyz -1 1
C 1.33 1.36 -1.53
O 2.30 2.02 -0.85
C 0.21 0.83 -0.33
C -0.55 -0.35 -0.97
C -1.69 -0.66 0.06
S -1.31 -1.87 1.32
N 1.02 0.55 0.85
H 0.89 2.09 -2.14
H 1.62 0.50 -2.11
H -0.42 1.68 -0.03
H -1.00 0.05 -1.89
H 0.26 -1.16 -1.03
H -2.77 -0.72 -0.32
H -1.98 0.33 0.57
H 0.09 -1.59 1.19
H 1.99 0.40 0.69
H 0.94 1.36 1.46
*
```

Computed properties:
LUMO level = 3.31 eV
Orbital gap = 5.60 eV
Strongest force on any atom = 0.0897 Eh/bohr
E_HOMO = -2.3 eV
Energy relative to the best compared isomer or geometry (same formula, charge and spin) = 383.3 kJ/mol

natural (NBO) population analysis, charges in e, atoms 1 to 5: atom 1 (C): -0.04, atom 2 (O): -0.98, atom 3 (C): -0.08, atom 4 (C): -0.45, atom 5 (C): -0.55

15.
Entry from the Open Molecules 2025 dataset: a gas-phase ion, C4H10NOS (charge -1) at a distorted geometry (wB97M-V/def2-TZVPD).

```
! wB97M-V def2-TZVPD RIJCOSX def2/J DEFGRID3
* xyz -1 1
C 0.79 0.62 -0.83
N -0.58 1.19 -0.70
C -1.56 0.23 -1.50
O -1.06 -0.59 -2.37
C 0.83 -0.67 -0.01
C 0.35 -0.29 1.42
S 0.67 -1.62 2.71
H 1.45 1.29 -0.28
H 1.03 0.44 -1.88
H -0.57 2.12 -1.10
H -2.36 0.97 -1.87
H -1.99 -0.24 -0.57
H 0.10 -1.42 -0.31
H 1.85 -1.03 0.13
H 0.93 0.57 1.73
H -0.74 -0.28 1.43
H 0.87 -1.31 4.01
*
```

Computed properties:
LUMO level = 3.09 eV
Orbital gap = 5.84 eV
Strongest force on any atom = 0.0424 Eh/bohr
E_HOMO = -2.8 eV
Energy relative to the best compared isomer or geometry (same formula, charge and spin) = 327.1 kJ/mol

natural (NBO) population analysis, charges in e, atoms 1 to 5: atom 1 (C): -0.23, atom 2 (N): -0.73, atom 3 (C): 0.15, atom 4 (O): -0.91, atom 5 (C): -0.42